ORCA calculation (ωB97M-V/def2-TZVPD) on 18 unconnected molecules or ions with the total composition C81H167N9O35S9.

Summary:
E_HOMO	-0.2945	Eh
LUMO level	-1.09	eV
maximum force	0.0899	Eh/bohr

Geometry (Å):
O: 6.68862 3.77639 -1.04276
S: -4.17024 4.86824 -4.03467
H: -5.69238 -1.80055 4.89345
C: -2.91062 7.99270 -2.27134
H: -0.02856 -3.19077 -4.07104
H: -3.96312 7.88177 -2.02672
H: 2.82818 7.12814 1.11919
H: 3.07307 5.62841 -2.98740
H: -1.53062 0.16731 2.56099
C: -6.32322 -2.30914 4.17962
C: 0.87612 -2.27314 5.16859
O: 4.59061 3.60552 -0.49019
H: 0.79950 -1.96493 4.08160
H: -6.12963 1.16406 -2.32741
H: -5.76779 4.13734 5.40589
O: 1.55429 -3.03739 -6.35494
H: 2.99547 0.99103 -4.10580
H: -3.07816 -2.66813 0.59974
C: 1.87096 -8.36807 2.48584
H: 3.38267 3.75726 -7.11199
H: -3.22959 -6.65261 -1.38405
O: -5.08899 4.78415 -5.13555
C: -4.98370 4.31234 -2.52202
H: -7.55346 2.53196 5.10480
C: -4.15552 3.04735 7.14758
H: 4.01005 -4.38388 2.23760
H: -2.54574 5.74325 -2.23989
O: -5.53882 -0.80065 -2.76480
O: 0.49244 -0.84800 -6.60579
C: 1.34321 -7.40492 1.68178
C: 2.49476 -3.81709 -5.51936
O: -0.46291 4.64554 4.34221
H: 3.65779 -4.28695 -0.54237
H: 2.73345 -3.27934 4.99270
O: -6.45767 4.97918 2.11068
H: 7.75613 -6.73660 -0.55276
C: 0.09224 4.57563 -6.62503
H: -6.52426 1.95894 6.42561
H: -2.07505 -7.35119 0.59775
O: -3.40284 -1.47290 -3.28595
H: 5.57612 8.32335 -3.88070
H: 5.82932 -3.29311 -2.33956
H: -0.84383 -1.69392 -4.11815
H: 7.02193 -0.39750 -3.54122
C: -6.47199 0.16621 -2.09536
C: -3.76245 1.36048 5.50225
H: 0.92743 7.54097 -3.11189
C: 7.91813 -5.90317 0.15747
H: 4.13671 2.30586 4.38515
H: -1.67913 6.91937 3.69961
C: -4.61096 -0.05098 -5.02415
H: 0.87118 2.65861 0.49082
N: -4.14671 2.75737 5.68216
C: -0.02004 -1.90382 -0.56567
C: -4.55529 4.00644 0.97583
C: -0.33741 3.63032 6.82243
C: -2.29728 -8.14004 -0.18327
C: 3.99740 1.04734 -3.68898
O: 5.61382 0.31545 1.15334
H: -3.47144 -0.15799 3.97936
C: 4.84204 -3.74888 -2.10390
H: 4.71436 -4.67770 -2.63338
H: 1.70986 -7.29896 0.69117
C: -0.90203 0.10473 0.47810
C: 5.76283 8.23171 -1.70050
C: 6.88881 -4.74833 -0.00165
C: -0.39993 -2.43497 -4.72964
H: -1.16670 -2.74667 -5.45522
O: 2.04322 -1.29742 -4.76852
H: -0.94226 -2.17089 -1.11483
O: 3.42615 -9.39862 -3.06371
H: -0.42785 5.51509 -6.55015
H: 5.72682 -6.69581 1.13093
H: 3.88247 -0.26619 -0.96461
N: -0.50829 -2.39181 5.64979
C: -4.27287 4.54931 7.43779
H: -3.64712 0.39435 -5.36300
H: 3.49094 -5.70689 -5.36162
H: 4.61391 9.42434 -2.89406
C: 0.63759 -7.62683 4.34625
S: 0.97255 -1.78777 -5.63991
H: 8.90867 -5.54928 0.07773
H: 0.43067 -7.67820 5.39880
C: 0.21568 1.58935 -1.97759
C: -2.59346 5.23898 0.50411
C: 2.76115 -5.19972 -6.03635
H: -0.70082 -3.54436 3.90156
H: -2.26381 8.08223 -1.39708
H: -5.90401 4.80883 -2.22283
O: 3.15391 6.24679 -7.12993
H: 0.02154 2.84255 2.05821
S: -4.26568 -0.34478 -3.41999
H: 2.37275 -0.05478 -0.09109
C: -7.91595 -0.07500 -2.41571
C: 2.64925 -6.96490 -2.16143
C: 3.29666 0.47711 3.70964
C: 5.43097 2.12863 -2.11794
C: 1.40408 7.32674 -4.04922
O: -1.19224 -4.98292 1.69819
S: 2.72346 -8.71802 -1.97661
S: 4.31522 -0.16842 1.31322
H: -0.39509 2.20350 -1.31837
H: 2.28491 1.44382 -6.60558
H: 4.81058 4.66452 -4.41085
H: -4.38853 6.07381 1.41275
H: 2.03904 -3.80236 -4.49658
O: 1.56134 3.40741 4.96284
C: -2.78158 2.98793 -0.24404
H: -1.78076 -2.27291 4.01263
H: 1.32094 1.85605 -1.80166
O: 0.38356 -5.26953 0.26721
C: -2.53005 -7.48412 -1.50559
H: 4.05913 -6.36032 0.63725
O: 0.07271 -5.44197 -3.19866
H: -1.29626 0.10807 -2.03011
H: -5.28498 4.88063 7.20897
H: -3.88746 -2.27162 -0.99485
H: 1.28564 -1.40958 5.72329
C: 4.99471 -5.91636 0.95220
H: 5.11028 8.38388 -0.88125
H: 0.05379 -8.16732 -3.41181
C: 6.23275 0.29672 -3.28945
O: -2.22869 -6.05798 -3.97168
C: -6.57184 2.17901 5.37712
H: -2.77909 -8.23948 -2.23174
H: -1.50612 -8.89009 -0.35221
N: 5.59351 3.25295 -1.15500
H: -1.13640 -4.30115 -1.11219
H: -1.69939 -4.72913 5.85354
H: -6.17589 -3.56672 2.47223
C: -0.19269 0.15253 -1.79281
N: 5.49902 -5.12093 -0.15188
C: 4.70558 -5.27091 2.33074
H: -1.83342 6.57631 -3.60874
H: -1.49747 3.34793 -5.99716
O: -6.59535 2.96852 1.26706
O: -4.67930 -2.11485 2.49926
C: -1.89630 -4.37776 -1.91641
H: 5.23257 0.86926 4.39834
H: -1.50232 4.60091 2.71067
C: 0.34221 2.22706 -6.32411
H: 6.17880 7.25694 -1.57150
H: 0.26919 -0.47470 -2.54350
H: 1.98938 -2.83833 -0.53209
H: -1.35005 0.35294 7.61369
H: -0.66369 -5.91963 3.96755
H: -2.92219 -4.47717 -1.64121
C: 6.45531 1.25724 -2.28984
H: -5.31562 0.80333 -5.23282
H: 1.63981 -3.72218 6.39161
H: -4.30814 4.49163 -1.65306
H: -4.01258 4.79544 8.45811
H: -4.63209 1.98872 0.29549
H: -1.27951 -9.83788 -2.20440
H: -5.25840 3.27997 4.02095
C: 2.77565 6.62879 0.16946
H: -1.04091 -0.37665 5.06646
H: 4.52568 6.23496 -5.14998
H: 3.27284 -0.61327 3.79783
H: 1.91549 -9.27988 4.43602
H: -2.72426 -4.64709 4.43840
H: 3.50806 5.83397 0.11057
H: 4.88292 -0.72969 -4.57491
H: 1.98099 4.30454 2.83148
H: 2.86984 7.39410 -0.65336
H: 2.69383 9.18001 -3.92935
C: 3.97529 6.19954 -3.03246
H: -0.09662 2.66354 7.25734
H: -4.33956 -3.70068 0.08421
H: 5.63776 -4.72478 2.74565
C: 1.15317 -2.58578 -1.23051
H: -0.65951 -1.28523 7.97911
C: 4.20444 2.09313 -2.80004
H: 3.87868 1.05105 5.60275
O: -3.88012 0.89302 -2.82444
H: 6.58468 8.88822 -1.74289
H: -2.78717 1.27979 6.00399
S: -1.35862 -5.71834 -2.91815
H: -1.99940 -3.47281 -2.54428
H: 4.53645 5.91412 -2.18019
H: -3.23693 -8.60510 0.16784
N: -5.98028 4.00566 1.54183
C: -5.40596 3.17839 5.06375
H: 3.24766 -5.14138 -7.01722
H: 1.51466 -1.95724 -2.04331
C: -1.34272 -3.07075 4.63471
H: -4.92583 2.46896 7.77299
H: -3.34034 6.30690 3.61088
H: -1.13311 -10.34972 -3.91332
O: 3.11852 -8.98148 -0.60747
H: 0.21446 -0.06310 2.34886
H: 2.26110 -6.68784 -3.14897
C: -4.01953 2.87109 0.42819
C: 0.05104 -6.62700 3.54418
S: 0.12126 3.39388 5.09926
C: 5.01580 0.09925 -3.90592
C: 2.32561 3.58499 -6.93532
H: 0.00507 1.95817 -2.95432
H: 2.61416 -8.99325 2.00396
H: 1.10111 -9.50712 -3.99492
S: -5.07682 -1.69418 1.04063
C: 4.97205 8.40229 -2.95397
H: 5.89765 5.95403 -4.10302
H: 3.47668 2.86969 -2.49240
O: 1.29955 5.03604 -1.12185
C: -0.60671 -10.14687 -2.99527
C: 1.74729 4.16521 1.79035
C: -2.59843 6.62254 -2.87410
H: -1.40124 3.82055 6.90231
C: -3.89806 5.22215 0.96238
O: -2.89463 4.16600 -4.15319
C: 1.45020 4.68399 -6.87867
H: 4.80045 -3.07771 -0.02714
O: 1.23980 -9.05763 -2.00085
C: 0.98803 2.84600 1.54015
H: -3.10346 -3.54317 5.76819
N: 3.69619 7.61925 -2.94779
C: -3.96853 -2.70530 0.01453
C: 1.72470 2.37032 -6.66707
H: 7.10850 -4.11046 0.85527
C: 4.25124 1.24372 4.58202
C: -0.47435 3.34519 -6.30617
O: 3.44806 0.70667 2.25248
O: -0.57200 2.17489 4.70561
H: -4.42584 0.70452 6.09680
H: -3.22222 2.65256 7.56213
H: 4.12885 -3.03731 -2.44645
H: 3.39969 -3.23121 -5.36732
O: 0.91784 5.27292 1.39377
H: 4.22097 -6.00764 2.96323
H: 0.84611 -3.51568 -1.66340
H: -1.07808 4.23362 -0.66806
H: 1.63902 2.06288 2.01309
H: -4.70353 -3.70738 3.59172
H: -0.93050 -1.41778 2.16999
H: 2.31367 0.90772 3.87563
H: 7.38202 1.42395 -1.77989
H: 1.96786 -6.59274 -1.35950
H: -8.39552 -0.93536 -1.93462
C: -2.32714 6.11612 4.01829
H: -6.40559 1.25067 4.87639
O: 0.16252 6.88164 -0.10815
C: 1.47739 -8.56258 3.78996
O: 1.07096 6.99300 -7.15587
H: -0.06029 1.24391 -6.12796
H: -6.87996 -1.46116 3.67739
C: -2.29935 -4.04299 5.23678
C: -2.04265 4.13781 -0.16685
H: -6.32624 0.00515 -1.02437
N: -0.15903 -5.48679 1.36942
H: 7.12220 -4.17546 -0.89103
H: -1.96293 -0.10927 0.00827
H: 3.64575 -6.57423 -1.99153
C: 0.43970 -6.50558 2.24855
C: -3.81597 0.83994 4.02526
H: -2.02709 6.14428 0.57293
H: -0.20718 -2.28432 0.45511
C: 0.43732 -9.14359 -3.19604
C: 3.39634 0.25723 -0.14510
H: -5.12234 3.22541 -2.53305
H: 1.42630 -4.28913 4.68402
H: -2.44286 6.30896 5.09510
H: -7.00770 -2.94407 4.73502
S: 1.21833 5.92028 0.02461
O: -3.86447 6.39408 -3.72256
H: -3.16482 1.52598 3.41586
H: 3.49299 1.33482 -0.23357
O: -1.26880 -6.90648 -1.94010
C: -1.12976 -1.06697 5.95238
C: -5.53267 -3.11291 3.20298
C: -1.81871 4.72866 3.72399
H: -2.17872 -1.22549 6.12990
H: 0.82153 7.67854 -4.88644
N: 0.07425 -0.44056 -0.49272
H: -3.56531 5.04536 6.74930
H: 0.34802 4.44873 7.16197
O: -4.58873 -0.34302 0.90292
C: -0.60791 -0.43894 7.30502
H: -0.08942 -11.08993 -2.78664
H: -4.86017 -1.01692 -5.57213
C: 2.79187 8.09523 -4.04065
N: 1.94499 6.08303 -7.08176
H: 2.68528 4.28847 1.22678
H: 3.31051 7.87579 -5.02080
O: -6.48213 -2.06410 0.78315
C: 4.84548 5.73837 -4.24286
H: -2.45533 3.93453 4.07783
C: 1.76427 -3.51165 5.34057
H: 1.58485 6.26251 -4.13354
H: -8.06121 -0.16902 -3.48871
C: 4.67186 -4.01683 -0.60213
H: 0.36406 -0.02188 7.12782
H: -2.47921 2.06595 -0.78388
H: -0.71107 1.16589 0.44418
H: -2.69324 8.71491 -3.03775
C: -0.75873 -0.33792 1.91749
O: 4.22587 -1.54273 1.71582
H: -8.46093 0.86111 -2.14019
H: -4.83027 0.83803 3.56783
H: 7.85628 -6.32648 1.20147
H: 1.87898 -5.80373 -6.04649